[1]
{"formula": "C22H23N5OPtSi", "method": "ωB97M-V with the def2-TZVPD basis set", "elements": ["Pt", "C", "Si", "C", "C", "N", "C", "C", "C", "C", "C", "C", "O", "C", "C", "C", "C", "C", "C", "H", "H", "H", "H", "H", "H", "H", "H", "H", "H", "H", "H", "H", "H", "H", "H", "H", "H", "N", "C", "N", "C", "N", "C", "C", "C", "N", "C", "C", "H", "H", "H", "H", "H"], "xyz": [[0.3141, -1.3764, -0.8206], [0.4302, -3.5759, 1.2194], [0.4382, -1.9961, 2.2979], [2.1433, -1.8464, 3.1416], [-0.9773, -2.1509, 3.5849], [0.1623, -0.6360, 1.2349], [0.3016, 0.6641, 1.5465], [0.4534, 1.1210, 2.8708], [0.6596, 2.4469, 3.1677], [0.7948, 3.3816, 2.1523], [0.6423, 2.9835, 0.8353], [0.3198, 1.6721, 0.5304], [0.0452, 1.2093, -0.7242], [0.0672, 1.9468, -1.8769], [0.5907, 1.2899, -2.9894], [0.5989, 1.9029, -4.2254], [0.0969, 3.1889, -4.3618], [-0.4373, 3.8387, -3.2618], [-0.4765, 3.2191, -2.0221], [0.3280, -4.4620, 1.8396], [1.3670, -3.6769, 0.6756], [-0.3848, -3.5971, 0.4940], [2.4015, -2.7473, 3.6860], [2.1809, -1.0179, 3.8386], [2.9131, -1.6793, 2.3952], [-0.7569, -2.9344, 4.3020], [-1.9260, -2.3988, 3.1172], [-1.1221, -1.2317, 4.1422], [0.4090, 0.3962, 3.6648], [0.7393, 2.7497, 4.1999], [1.0086, 4.4128, 2.3831], [0.7902, 3.7016, 0.0445], [0.9868, 0.2879, -2.8530], [1.0056, 1.3824, -5.0808], [0.1210, 3.6775, -5.3246], [-0.8343, 4.8386, -3.3692], [-0.9515, 3.7112, -1.1880], [6.6699, -2.4549, -0.6119], [5.6457, -2.0695, -0.9753], [4.5595, -1.5535, -1.4287], [3.3391, -1.7167, -1.3439], [2.1629, -1.7771, -1.4184], [-4.4760, -0.4619, -1.3001], [-3.6090, -0.3258, -2.3741], [-2.3040, -0.7665, -2.2461], [-1.8289, -1.3138, -1.1212], [-2.6680, -1.4444, -0.0889], [-3.9884, -1.0394, -0.1360], [-5.5038, -0.1391, -1.3699], [-3.9453, 0.1046, -3.3042], [-1.6143, -0.6820, -3.0768], [-2.2539, -1.8812, 0.8088], [-4.6290, -1.1754, 0.7216]], "forces_ev_per_a": [[-0.5, -0.2, 0.2], [0.0, 0.4, 0.5], [0.2, -0.6, 0.1], [-0.8, 0.0, -0.3], [0.6, 0.2, -0.5], [-0.6, -2.4, -1.9], [0.3, 1.8, -0.6], [-0.1, -0.5, -0.5], [0.1, 0.5, -0.1], [0.0, -0.1, 0.3], [-0.1, -0.2, -0.2], [0.1, 0.1, 1.0], [-0.1, 0.2, -0.5], [0.1, 0.1, -0.3], [0.1, -0.2, 0.3], [-0.1, 0.1, 0.0], [0.0, 0.1, -0.1], [0.0, -0.1, -0.1], [-0.1, -0.1, 0.2], [0.0, -0.2, 0.3], [0.1, 0.1, -0.1], [0.0, 0.0, 0.0], [0.0, -0.3, 0.1], [0.0, 0.2, 0.2], [0.1, 0.0, -0.2], [0.1, -0.2, 0.1], [-0.1, -0.1, -0.2], [0.0, 0.2, 0.1], [0.0, -0.1, 0.2], [0.0, 0.0, 0.1], [0.1, 0.1, 0.0], [-0.1, 0.0, 0.0], [0.1, 0.1, 0.0], [0.0, 0.0, 0.0], [0.0, 0.1, -0.1], [-0.1, 0.0, 0.0], [0.0, 0.0, 0.1], [0.3, -0.2, 0.1], [0.9, -0.7, 0.5], [-1.0, 1.1, -0.8], [0.6, -0.1, 0.0], [-0.9, 0.2, 0.8], [0.3, -0.1, 0.1], [-0.1, -0.2, 0.1], [0.1, 0.0, -0.3], [0.6, 0.8, 1.0], [-0.1, -0.1, 0.3], [-0.1, 0.0, -0.2], [0.0, 0.1, 0.0], [0.1, 0.0, -0.1], [0.1, 0.1, 0.1], [0.1, 0.1, 0.0], [0.0, 0.0, 0.1]], "mulliken_charge": [1.065, -1.183, 0.139, -1.156, -1.167, -0.223, 0.991, -0.485, -1.058, -0.803, -1.102, 0.533, -0.045, 0.317, -0.113, -0.787, -0.501, -0.691, -0.439, 0.431, 0.277, 0.309, 0.391, 0.344, 0.316, 0.422, 0.332, 0.363, 0.238, 0.395, 0.378, 0.653, 0.292, 0.404, 0.393, 0.380, 0.679, -0.487, 0.478, -0.556, 0.677, -0.379, -0.166, -0.792, 0.028, -0.200, 0.207, -0.885, 0.429, 0.417, 0.441, 0.083, 0.417], "energy_ev": -43807.887, "largest_force_ev_per_a": 3.10}



[2]
{"formula": "C3H18NO4", "method": "ωB97M-V with the def2-TZVPD basis set", "elements": ["C", "C", "N", "C", "H", "H", "H", "H", "H", "H", "H", "H", "H", "H", "H", "H", "O", "H", "H", "O", "H", "H", "O", "H", "H", "O"], "xyz": [[-0.8093, -2.1054, 1.1385], [-2.1282, -2.2569, 0.4245], [-2.2872, -1.3994, -0.7754], [-3.5568, -1.6522, -1.5307], [-0.0051, -2.2615, 0.4255], [-0.6587, -1.1752, 1.7026], [-0.8131, -2.8779, 1.9137], [-2.1842, -3.2702, 0.0392], [-3.0361, -2.1940, 1.0297], [-1.5013, -1.5998, -1.3945], [-2.2316, -0.4205, -0.4946], [-3.8358, -2.6822, -1.3666], [-3.3323, -1.5396, -2.5816], [-4.3708, -1.0300, -1.1593], [0.2400, 0.3906, -0.8170], [0.9154, -0.0717, -2.1518], [0.1099, -0.1182, -1.6237], [4.2964, 0.1821, 1.1353], [5.6987, 0.6844, 0.7613], [4.7747, 0.9498, 0.8103], [1.5525, 3.6950, 1.4240], [0.6510, 3.8136, 0.2195], [0.6239, 3.6297, 1.1686], [4.0508, 3.6813, 0.3070], [4.2354, 5.1181, 0.8921], [3.6016, 4.5102, 0.5036]], "forces_ev_per_a": [[-0.3, 0.2, 0.7], [-0.5, -0.9, 0.2], [-0.4, 0.0, 0.1], [0.0, -0.2, 0.2], [0.3, -0.1, 0.2], [-0.2, 0.0, -0.5], [0.3, -0.1, -0.3], [0.1, -0.2, -0.2], [0.3, 0.6, 0.2], [0.3, 0.5, 0.0], [0.2, 0.0, -0.3], [0.0, -0.3, 0.1], [-0.3, 0.4, -0.2], [0.3, 0.2, -0.2], [0.4, 0.2, -0.2], [0.0, 0.2, 0.2], [-0.4, -0.4, 0.0], [0.1, 0.0, 0.1], [0.0, 0.0, 0.0], [-0.1, 0.1, -0.1], [0.1, 0.2, 0.0], [0.0, 0.1, 0.3], [0.0, -0.3, -0.4], [0.3, 0.1, 0.2], [0.2, -0.2, 0.0], [-0.5, -0.2, -0.1]], "mulliken_charge": [-1.155, -0.584, -0.085, -0.871, 0.342, 0.338, 0.370, 0.381, 0.470, 0.369, 0.363, 0.336, 0.359, 0.356, 0.311, 0.314, -0.615, 0.308, 0.323, -0.620, 0.338, 0.309, -0.647, 0.325, 0.314, -0.647], "de_lowest_kj_mol": 149.3, "total_charge": 1, "largest_force_ev_per_a": 1.10}



[3]
{"formula": "C2H17O6S", "method": "ωB97M-V with the def2-TZVPD basis set", "elements": ["C", "C", "S", "H", "H", "H", "H", "H", "H", "H", "O", "H", "H", "O", "H", "H", "O", "H", "H", "O", "H", "H", "O", "H", "H", "O"], "xyz": [[-2.1511, 0.1344, -0.0349], [-1.8541, -0.3110, 1.3892], [-0.8369, 0.8841, 2.3393], [-1.2392, 0.2181, -0.6281], [-2.6285, 1.1163, -0.0236], [-2.8094, -0.5687, -0.5549], [-1.3275, -1.2693, 1.3670], [-2.7841, -0.4638, 1.9392], [2.4761, 1.2571, -1.0409], [0.9819, 1.5953, -0.6186], [1.5809, 0.8998, -1.0661], [-0.1618, 2.1295, 0.9538], [-0.5965, 2.8844, -0.3874], [0.1807, 2.6517, 0.1300], [-0.3927, -2.8276, 0.4691], [0.9997, -2.2152, 0.7314], [0.5430, -2.9889, 0.3107], [1.5203, -0.1541, 0.4484], [0.8002, -0.2731, 1.7884], [1.5485, -0.6650, 1.2822], [0.9943, -2.3763, -1.3852], [1.4074, -0.9208, -1.6948], [1.2414, -1.7773, -2.1199], [0.2177, -0.2958, -3.5151], [0.6286, 0.9351, -2.7628], [0.1696, 0.6739, -3.5800]], "forces_ev_per_a": [[0.0, 0.0, 0.0], [0.2, 0.2, 0.1], [-0.4, 0.0, 0.2], [0.1, 0.0, 0.0], [-0.1, 0.0, 0.0], [0.0, 0.0, 0.0], [-0.1, 0.0, 0.1], [0.0, -0.1, -0.1], [-0.1, 0.0, 0.0], [0.3, -0.1, -0.1], [0.0, 0.2, -0.1], [-0.1, 0.1, -0.4], [-0.1, 0.0, 0.1], [0.0, 0.1, 0.2], [0.1, 0.0, 0.0], [-0.2, 0.0, 0.1], [0.1, -0.2, 0.0], [0.2, -0.2, 0.3], [0.0, 0.3, 0.3], [0.3, -0.3, -0.5], [0.0, 0.3, -0.2], [0.0, -0.2, 0.0], [0.0, -0.1, 0.0], [0.0, 0.3, 0.0], [0.0, 0.0, -0.2], [0.1, -0.3, 0.2]], "mulliken_charge": [-0.675, -0.150, -0.664, 0.016, 0.265, 0.394, -0.097, 0.313, 0.214, 0.440, -0.809, 0.173, 0.333, -0.748, 0.329, 0.478, -0.757, 0.552, 0.211, -0.824, 0.443, 0.333, -0.758, 0.368, 0.335, -0.713], "de_lowest_kj_mol": 0.0, "total_charge": -1, "largest_force_ev_per_a": 0.68}